Density functional theory data (ωB97M-V/def2-TZVPD) for C24H47FN2NbS2 as an isolated structure.

Calculated values
Net charge: -1
Spin multiplicity: 1
Calculated total energy, a.u.: -2005.2644

Cartesian coordinates (Å):
C (9.592, -1.168, 2.413)
C (9.897, -1.704, 1.015)
N (8.759, -1.513, 0.118)
C (8.796, -2.292, -1.139)
C (10.182, -2.590, -1.708)
C (8.464, -0.136, -0.127)
S (9.586, 0.956, -0.636)
S (6.793, 0.096, 0.134)
C (6.528, 1.875, 0.052)
C (5.416, 2.307, -0.918)
C (4.226, 2.980, -0.203)
Nb (2.443, 1.615, 0.046)
F (2.336, 1.215, -1.824)
C (0.644, 2.983, 0.003)
C (-0.677, 2.474, 0.594)
C (-1.772, 3.548, 0.783)
C (-2.922, 3.496, -0.246)
C (-4.275, 3.173, 0.383)
C (-4.404, 1.714, 0.858)
C (-5.504, 0.921, 0.153)
C (-5.050, 0.398, -1.206)
C (-6.150, -0.123, -2.139)
C (-6.348, -1.638, -2.119)
C (-6.549, -2.205, -0.713)
C (-7.325, -3.522, -0.707)
N (-8.102, -3.717, 0.498)
C (-7.616, -3.681, 1.771)
C (-8.651, -3.875, 2.632)
C (-9.824, -4.039, 1.856)
C (-9.445, -3.932, 0.557)
H (10.074, -1.776, 3.177)
H (8.516, -1.164, 2.582)
H (9.942, -0.142, 2.525)
H (10.800, -1.228, 0.624)
H (10.063, -2.780, 1.073)
H (8.228, -1.732, -1.879)
H (8.256, -3.224, -0.960)
H (10.867, -1.760, -1.555)
H (10.092, -2.738, -2.786)
H (10.600, -3.511, -1.305)
H (6.246, 2.144, 1.070)
H (7.479, 2.337, -0.194)
H (5.847, 2.978, -1.666)
H (5.091, 1.421, -1.469)
H (3.906, 3.852, -0.787)
H (4.564, 3.370, 0.760)
H (3.622, 0.247, 0.475)
H (1.344, 0.203, 0.514)
H (2.443, 2.048, 1.812)
H (0.923, 3.912, 0.511)
H (0.498, 3.167, -1.069)
H (-1.060, 1.712, -0.088)
H (-0.480, 1.987, 1.548)
H (-1.299, 4.530, 0.722)
H (-2.203, 3.474, 1.785)
H (-2.694, 2.739, -1.002)
H (-2.998, 4.449, -0.773)
H (-4.430, 3.838, 1.235)
H (-5.074, 3.388, -0.334)
H (-3.450, 1.193, 0.754)
H (-4.636, 1.705, 1.925)
H (-5.772, 0.080, 0.800)
H (-6.412, 1.522, 0.059)
H (-4.272, -0.358, -1.066)
H (-4.553, 1.228, -1.716)
H (-7.101, 0.358, -1.890)
H (-5.902, 0.169, -3.160)
H (-7.238, -1.870, -2.709)
H (-5.469, -2.085, -2.591)
H (-7.149, -1.489, -0.145)
H (-5.589, -2.341, -0.217)
H (-6.643, -4.369, -0.800)
H (-8.023, -3.536, -1.541)
H (-6.574, -3.502, 1.981)
H (-8.569, -3.883, 3.705)
H (-10.823, -4.193, 2.223)
H (-10.036, -3.992, -0.342)

=====

Density functional theory data (ωB97M-V/def2-TZVPD) for a single C13H13ClN4O3S2 molecule.

Calculated values
SMILES: Cc1nnc(SCC(=O)NNC(=O)COc2ccc(Cl)cc2)s1
Spin multiplicity: 1
Calculated total energy, a.u.: -2204.4910

Cartesian coordinates (Å):
C (-3.261, 2.104, -1.618)
C (-2.132, 2.306, -0.689)
N (-1.648, 1.404, 0.083)
N (-0.612, 1.791, 0.812)
C (-0.285, 3.023, 0.612)
S (1.077, 3.794, 1.358)
C (1.747, 2.372, 2.278)
C (1.850, 1.094, 1.464)
O (1.732, 0.000, 1.960)
N (2.224, 1.270, 0.161)
N (2.014, 0.215, -0.728)
C (1.068, 0.342, -1.691)
O (0.589, 1.413, -2.003)
C (0.743, -0.957, -2.421)
O (1.107, -2.123, -1.729)
C (0.419, -2.452, -0.583)
C (0.790, -3.656, 0.014)
C (0.184, -4.074, 1.180)
C (-0.799, -3.284, 1.757)
Cl (-1.557, -3.802, 3.220)
C (-1.175, -2.088, 1.173)
C (-0.570, -1.671, 0.001)
S (-1.290, 3.847, -0.557)
H (-4.020, 2.871, -1.469)
H (-3.695, 1.122, -1.449)
H (-2.906, 2.171, -2.646)
H (1.113, 2.174, 3.143)
H (2.735, 2.685, 2.616)
H (2.101, 2.172, -0.288)
H (2.234, -0.692, -0.332)
H (-0.324, -0.946, -2.678)
H (1.319, -0.978, -3.352)
H (1.562, -4.247, -0.453)
H (0.474, -5.004, 1.642)
H (-1.929, -1.467, 1.628)
H (-0.878, -0.726, -0.417)

=====

Density functional theory data (ωB97M-V/def2-TZVPD) for a 2-piece molecular cluster, CClF2NO2 overall.

Calculated values
Spin multiplicity: 1
Calculated total energy, a.u.: -903.0724

Cartesian coordinates (Å):
C (1.639, 0.291, 0.005)
N (-1.732, -0.365, -0.064)
O (-2.429, 0.595, 0.135)
O (-1.898, -1.532, 0.025)
F (2.329, 1.001, 0.947)
F (1.748, 0.940, -1.124)
Cl (1.862, -1.455, 0.021)

=====

Density functional theory data (ωB97M-V/def2-TZVPD) for a 2-piece molecular cluster, C2H3NS overall.

Calculated values
Spin multiplicity: 3
Calculated total energy, a.u.: -530.6648

Cartesian coordinates (Å):
C (1.632, 0.020, 0.013)
C (0.273, -0.338, -0.105)
N (0.629, 0.976, 0.085)
S (3.215, -0.077, -0.050)
H (-0.187, -0.668, -0.933)
H (-0.634, -1.020, 1.406)
H (0.486, 1.805, -0.475)